(1)
Density functional theory data (wB97M-V/def2-TZVPD) for a molecular structure, C23H37ClLaN2O2Si at a distorted geometry.

Last column: Mulliken charge in e.
Atoms and positions in Å:
H  -1.0080  -2.2942  4.2463  0.3725
C  2.6502  2.3013  1.1910  -1.9820
C  0.7348  0.3987  4.2375  -0.9416
C  0.8321  3.7763  2.0708  -1.7038
H  3.0324  -1.9612  0.3785  0.4518
H  -0.6750  -3.1777  -4.5352  0.3106
C  -1.3877  -0.0300  -1.7588  -1.5142
C  -1.3245  1.2059  -2.4407  0.6214
H  2.4872  -4.1566  -0.6880  0.3607
C  0.6522  -3.8053  2.1105  -1.2014
C  -1.9690  1.4014  3.1136  -1.1358
H  2.5897  4.0215  -0.7841  0.3581
O  0.4554  -4.0504  -1.1977  -0.3858
C  -1.3918  -2.5574  -1.6801  -1.1940
H  -2.1465  -1.0910  4.9089  0.4121
C  -1.3488  2.5020  -1.6428  -1.3200
H  1.6081  4.4122  2.5107  0.4734
H  3.3911  2.9711  1.6409  0.4456
H  -1.4279  0.0017  -5.6251  0.1083
C  -1.3908  -1.2339  -3.8613  1.1650
H  1.3950  -5.2713  0.2158  0.3405
La  1.0804  -0.0457  0.3130  0.8806
H  0.2859  -3.0487  2.8125  -0.3777
O  0.5422  3.9628  -1.2358  -0.3978
H  2.4401  1.5273  1.9610  0.2342
H  -0.0194  4.4081  1.7861  0.4637
C  -1.5250  -2.4965  -4.6703  -1.8818
C  -1.3902  -0.0034  -4.5330  -1.1581
H  2.3284  -1.6184  2.0246  0.1062
H  1.2454  1.3278  3.9331  0.1360
C  -1.3786  1.2047  -3.8453  1.2413
H  -1.5422  2.3046  2.6514  0.1976
H  -2.8633  1.1171  2.5331  0.2672
H  -1.6180  -0.0349  -0.6819  0.7854
C  1.2828  -3.1839  0.8723  2.0863
C  -1.3404  -1.2476  -2.4576  0.5423
H  1.4009  -4.4324  2.6052  0.4910
H  3.1046  1.8419  0.2978  0.4485
Si  -0.7492  -0.0405  3.1377  0.0498
N  0.2864  -2.2984  0.1767  0.0089
H  1.4741  -0.4228  4.2336  0.0926
C  1.5153  -4.2584  -0.1871  -0.9881
H  -2.4200  3.0343  -4.3671  0.3510
H  -2.2343  -2.5084  -0.9764  0.2126
C  1.6352  4.1605  -0.2593  -0.9788
C  -1.5034  2.4847  -4.6340  -1.8850
H  -2.1699  2.4511  -0.9154  0.1850
H  -2.4427  -3.0465  -4.4061  0.3527
H  -2.4608  -1.8420  3.3225  0.2461
C  1.4030  3.1117  0.8268  2.1880
H  -0.6510  3.1596  -4.4881  0.3074
Cl  2.6936  -0.0903  -1.6828  -0.5973
C  -0.1273  2.8797  -0.8772  0.4661
H  -1.5635  2.2601  -5.7051  0.3388
C  -1.6697  -1.4573  3.9844  -1.3463
H  1.5559  5.1837  0.1273  0.3336
H  -2.2914  1.6491  4.1398  0.4118
H  3.2524  -3.0838  1.7354  0.4514
H  -1.5742  -3.3806  -2.3684  0.3685
H  0.4991  3.0456  2.8146  -0.0075
H  0.3720  0.5250  5.2733  0.5476
C  -0.1949  -2.9424  -0.8740  0.4059
H  -0.1928  -4.4363  1.8073  0.4585
C  2.5400  -2.4007  1.2623  -1.9732
H  -1.5879  -2.2597  -5.7376  0.3405
H  -1.5515  3.3346  -2.3197  0.3826
N  0.3656  2.2427  0.1797  0.1706

The HOMO-LUMO gap (alpha / beta) comes out at 0.1031 / 0.1131 Ha. The net charge is -1. The value obtained for the total energy is -52786.1548 eV. For the HOMO energy (alpha / beta), the calculation gives -0.01343 / -0.02372 hartree.

(2)
Density functional theory data (wB97M-V/def2-TZVPD) for a gas-phase ion, C5H15N3 (charge +2) at a distorted geometry.

Last column: Mulliken charge in e.
Atoms and positions in Å:
H  -3.4936  -0.4464  -0.5163  0.2692
H  2.0658  -1.1142  0.4142  0.5852
C  -2.4077  -0.7290  -0.4217  -0.0107
C  -0.2023  -1.6431  0.9949  -1.1784
C  1.2390  0.5098  -1.4138  -0.9546
H  -2.0699  -1.7177  -0.6959  0.2696
N  -0.2623  -0.2433  0.4281  -0.1129
H  2.1672  0.0746  1.6716  0.4359
H  0.5501  1.1548  -1.9103  0.3614
H  -0.2899  -2.5471  0.2215  0.3885
H  -1.2939  1.7847  1.0948  0.4552
H  3.0418  0.1949  0.0915  0.2765
H  2.2645  0.9492  -1.7182  0.3848
N  0.9056  0.4522  -0.0106  0.2980
H  -2.9893  1.4369  0.5328  0.3165
N  -1.4784  0.1419  -0.0948  0.0703
H  0.6739  -1.7942  1.5866  0.5452
H  0.7611  1.4051  0.2220  0.3513
H  1.2348  -0.4155  -1.8344  0.4843
H  -0.9823  -1.7812  1.6759  0.4104
C  2.1095  -0.0886  0.6381  -1.0446
H  -1.7382  2.2385  -0.3851  0.3810
C  -1.9174  1.4361  0.3656  -0.9822

The HOMO-LUMO gap comes out at 0.3642 Ha. The net charge is +2. The value obtained for the total energy is -9876.5419 eV. For the HOMO energy, the calculation gives -0.70956 hartree. For the energy above the lowest of the compared OMol25 structures with the same formula, charge and spin, the calculation gives 161.83 kcal/mol. The SMILES is C=[N+](C)N(C)[NH+](C)C.